The following is a DFT calculation (ωB97M-V/def2-TZVPD) of a cluster of 4 separate species, C25H64IN10O4P3 in total in a non-equilibrium geometry.

HOMO-LUMO gap: 6.4 eV
Maximum force: 9.3 eV/A
LUMO level: -0.048 hartree
E_tot: -3160.65044 hartree

Geometry (Å):
C1 -1.82506 2.21005 -6.08000
C2 -2.02044 3.41777 -6.92661
C3 -3.37836 3.83645 -7.74272
C4 -4.78713 3.41611 -7.02247
C5 -5.31624 1.86603 -7.06136
C6 -6.78122 2.12351 -6.29597
I1 -7.47862 0.61716 -4.85053
C7 -6.58356 3.54948 -5.44542
O1 -7.52522 4.28123 -4.84554
N1 -5.06879 3.80972 -5.59004
H1 -1.75871 1.12117 -6.54891
H2 -1.66907 2.35988 -4.91108
H3 -1.07546 4.13235 -7.05882
H4 -3.28578 3.35942 -8.82774
H5 -3.36579 5.02261 -7.87152
H6 -5.64322 3.99081 -7.61958
H7 -4.76813 1.21734 -6.23816
H8 -5.37393 1.42810 -8.15839
H9 -7.47575 2.30113 -7.24598
H10 -4.73594 4.74532 -5.26284
O2 -4.34723 -1.46875 -3.15629
P1 -4.19246 -2.52141 -2.03135
N2 -4.56026 -3.80238 -3.13056
C8 -5.27169 -5.04442 -2.86845
C9 -3.52253 -4.04822 -4.14369
N3 -5.68134 -2.02470 -1.28738
C10 -6.85063 -2.87286 -1.13244
C11 -6.15059 -0.65884 -1.56876
N4 -4.01454 -3.73153 -0.73816
C12 -4.00511 -3.13126 0.62168
C13 -2.72648 -4.45624 -0.81502
H11 -4.69365 -5.76115 -2.27706
H12 -5.53562 -5.55065 -3.80618
H13 -6.23046 -4.89859 -2.37421
H14 -2.63996 -4.52291 -3.70865
H15 -3.19381 -3.11476 -4.60900
H16 -3.88461 -4.68100 -4.95716
H17 -7.34978 -3.06191 -2.08993
H18 -7.58710 -2.41170 -0.46001
H19 -6.60933 -3.82434 -0.64529
H20 -6.61488 -0.59591 -2.55719
H21 -5.32833 0.05804 -1.51223
H22 -6.88546 -0.33015 -0.82919
H23 -3.22229 -2.36951 0.70980
H24 -3.83611 -3.89875 1.38730
H25 -4.95741 -2.67102 0.89446
H26 -1.88201 -3.75954 -0.86810
H27 -2.67346 -5.11919 -1.67844
H28 -2.58435 -5.11086 0.05346
O3 -0.14061 -2.05766 2.08373
P2 1.40065 -2.12487 2.21615
N5 1.57866 -2.23884 0.50159
C14 2.58015 -2.97177 -0.25823
C15 1.22749 -1.01025 -0.22711
N6 1.33033 -3.74244 2.84505
C16 1.91016 -4.90650 2.19746
C17 0.07196 -4.16213 3.48170
N7 3.17244 -2.20213 2.36839
C18 3.62443 -2.48326 3.75627
C19 3.82527 -0.91616 2.03627
H29 3.57559 -2.51900 -0.21732
H30 2.30365 -3.02843 -1.31918
H31 2.67385 -4.01413 0.04093
H32 1.97984 -0.23055 -0.08725
H33 0.27149 -0.60523 0.11631
H34 1.11398 -1.18692 -1.29911
H35 1.35517 -5.19356 1.29676
H36 1.91619 -5.77276 2.87332
H37 2.96748 -4.75822 1.95059
H38 -0.68569 -4.41219 2.73340
H39 -0.31605 -3.37955 4.13760
H40 0.22062 -5.03891 4.11748
H41 3.21886 -1.74643 4.45872
H42 4.71946 -2.46602 3.82251
H43 3.34003 -3.47775 4.10730
H44 3.38288 -0.08883 2.60298
H45 3.75479 -0.67601 0.97553
H46 4.90092 -0.94811 2.24827
O4 5.15152 2.79394 2.43430
P3 5.92817 3.35946 3.64861
N8 4.63741 2.93691 4.71622
C20 4.18414 3.63483 5.90993
C21 4.46059 1.48954 4.91017
N9 5.66275 4.99445 3.12578
C22 4.91191 5.98899 3.87260
C23 5.39205 5.20730 1.69527
N10 6.82099 4.00957 5.04455
C24 7.97251 4.86323 4.65108
C25 7.43419 2.94480 5.86944
H47 4.87161 3.54206 6.75631
H48 3.21487 3.24536 6.24773
H49 3.99486 4.69425 5.74685
H50 5.25835 1.06552 5.52443
H51 4.46815 0.95773 3.95465
H52 3.50404 1.25224 5.38128
H53 3.83660 5.77593 3.87282
H54 5.05107 6.99187 3.44584
H55 5.27068 6.08965 4.90314
H56 4.35801 4.95193 1.44615
H57 6.06764 4.61350 1.07544
H58 5.56084 6.24870 1.40886
H59 8.65565 4.32071 3.98788
H60 8.53169 5.19761 5.53386
H61 7.67165 5.78431 4.14690
H62 8.03604 2.26474 5.25572
H63 6.69099 2.35201 6.40242
H64 8.07502 3.36640 6.65338